Record 1
C4H11N3O | wB97M-V/def2-TZVPD

Structure (XYZ):
```
19
Properties=species:S:1:pos:R:3:forces:R:3:nbo_charge:R:1
C 0.843 1.626 0.488 0.0 0.1 0.5 0.298
C 1.420 -0.322 -1.063 -0.3 1.2 1.9 -0.428
C -1.382 -1.684 0.548 0.8 0.0 -1.1 -0.714
N 0.902 0.255 0.323 2.6 -1.8 -3.0 -0.112
C -1.060 -0.222 0.505 -3.3 0.9 2.5 0.039
N 0.545 2.397 -0.474 0.0 -0.1 -0.2 -0.721
O 1.500 -0.389 1.421 0.1 0.1 -0.6 -0.550
N -1.764 0.440 -0.418 0.9 -0.5 -0.5 -0.788
H 1.008 -1.225 1.524 -0.2 0.6 0.1 0.476
H 0.957 1.910 1.538 0.0 -0.1 -0.2 0.189
H 0.429 3.361 -0.174 0.2 -0.2 0.2 0.358
H -1.568 1.425 -0.549 -0.2 -0.1 0.1 0.398
H -2.071 -0.028 -1.273 -0.1 -0.1 -0.2 0.312
H 2.496 -0.506 -1.007 -0.2 0.1 0.2 0.212
H 1.210 0.438 -1.808 -0.1 0.1 0.0 0.239
H 0.898 -1.245 -1.309 -0.2 0.0 0.3 0.200
H -1.779 -2.094 -0.398 -0.1 -0.1 -0.1 0.150
H -0.487 -2.261 0.778 0.1 -0.3 0.1 0.189
H -2.096 -1.877 1.348 0.0 0.2 0.0 0.252
```
Forces are in eV/Å.

Summary:
2S+1: 1
Orbital gap in eV: 7.18

=====

Record 2
C8H13NO3 | wB97M-V/def2-TZVPD

Structure (XYZ):
```
25
Properties=species:S:1:pos:R:3:forces:R:3:nbo_charge:R:1
C -1.111 -2.133 2.757 -1.3 0.5 -1.7 -0.711
C -0.018 -1.512 1.934 0.8 1.0 1.0 0.813
C 0.378 -0.532 -0.199 -0.4 -0.1 -1.2 0.304
C 1.046 0.768 0.278 0.8 -0.3 0.1 -0.439
C 1.268 1.738 -0.867 -0.8 0.3 -0.2 -0.403
C -0.086 2.157 -1.506 0.3 1.1 -0.6 -0.403
C -1.163 1.090 -1.469 1.3 -1.5 0.8 -0.399
C -0.516 -0.323 -1.483 0.7 1.1 0.1 -0.408
H -2.065 -1.569 2.630 0.7 -0.3 -0.1 0.235
H -1.292 -3.100 2.309 -0.1 -0.5 0.1 0.242
H -0.938 -2.210 3.790 0.8 -0.1 1.2 0.237
H 0.438 1.198 1.058 -0.4 0.2 0.2 0.223
H 2.005 0.543 0.760 -0.3 -0.1 -0.1 0.248
H 1.792 2.636 -0.506 -0.1 -0.4 -0.2 0.221
H 1.898 1.249 -1.613 0.0 0.1 0.0 0.209
H -0.519 3.027 -1.000 0.4 0.0 0.2 0.203
H 0.097 2.547 -2.525 0.0 -0.4 0.2 0.206
H -1.678 1.185 -0.532 -0.5 0.0 0.5 0.197
H -1.897 1.153 -2.234 -0.5 0.3 -0.8 0.218
H 0.065 -0.419 -2.409 0.3 0.0 0.4 0.217
H -1.243 -1.104 -1.536 -0.6 -0.6 0.3 0.228
N 1.452 -1.466 -0.618 0.5 -1.1 0.5 0.142
O 1.103 -1.245 2.278 0.0 -0.3 0.8 -0.596
O -0.457 -1.162 0.732 -1.6 0.1 -0.5 -0.523
O 1.441 -2.518 -0.028 0.1 0.8 -1.0 -0.262
```
Forces are in eV/Å.

Summary:
2S+1: 1
Orbital gap in eV: 9.34

=====

Record 3
C5H12ClN2 | wB97M-V/def2-TZVPD

Structure (XYZ):
```
20
Properties=species:S:1:pos:R:3:forces:R:3:nbo_charge:R:1
C 0.762 -0.012 -0.304 -0.8 1.1 1.1 0.414
C -0.741 1.460 2.583 -2.8 1.7 -0.9 -0.709
C 0.630 -2.044 -1.710 0.5 1.4 -3.6 -0.463
C -1.249 -1.062 -0.729 0.6 -0.2 1.0 -0.371
C -0.588 2.164 1.238 0.9 -2.5 1.3 -0.009
N 0.161 -1.050 -0.805 1.7 -0.1 0.8 -0.400
N 1.928 0.450 -0.654 0.6 -0.8 -0.7 -0.789
Cl 0.431 3.474 1.106 -0.3 -0.3 -0.1 0.194
H -1.622 2.004 3.110 1.7 -0.4 -0.4 0.272
H -1.085 0.447 2.654 -0.4 -0.7 -1.2 0.262
H 0.138 1.410 3.125 1.7 0.8 1.3 0.248
H 1.570 -2.507 -1.637 1.5 0.0 0.9 0.238
H -0.050 -2.818 -1.862 -1.4 -1.4 0.7 0.236
H 0.572 -1.633 -2.769 0.5 0.0 1.0 0.208
H -1.432 -0.190 -0.161 -1.5 0.5 0.4 0.205
H -1.493 -1.061 -1.725 -1.8 0.7 -2.3 0.202
H -1.574 -1.995 -0.361 -0.7 -0.9 1.0 0.212
H -1.187 1.863 0.406 -0.4 0.5 -0.4 0.223
H 2.440 1.054 -0.040 0.1 0.2 -0.1 0.424
H 2.389 0.047 -1.465 0.4 0.2 0.2 0.400
```
Forces are in eV/Å.

Summary:
2S+1: 1
Charge: +1
Orbital gap (spin up / spin down) in eV: 8.15 / 6.01

=====

Across the entries above, E_tot takes the values -10838.9864; -16137.4919; -20871.3683 eV, respectively.
Across the entries above, energy relative to the best compared isomer or geometry (same formula, charge and spin) takes the values 600.6; 237.7; 350.4 kJ/mol, respectively.